Here is C21H70AsF6O14 as an isolated structure from the OMol25 dataset. Energies are from ωB97M-V with the def2-TZVPD basis set.

```
112
Properties=species:S:1:pos:R:3:forces:R:3
As 0.733 0.170 0.558 0.12 0.72 -1.24
F -0.358 0.801 -0.651 0.35 -0.59 0.59
F 0.921 -1.308 -0.358 -0.42 0.16 0.80
F 1.850 -0.351 1.799 -0.30 -0.19 -0.08
F 0.709 1.732 1.338 0.03 -0.31 0.24
F -0.644 -0.360 1.501 0.89 -0.11 -0.32
F 2.067 0.776 -0.419 -0.40 -0.04 0.31
O 1.908 -4.109 0.448 0.13 0.02 -0.14
H 1.493 -3.510 -0.182 -0.02 0.09 0.07
H 2.503 -3.540 0.960 -0.11 -0.11 0.16
O 3.342 -2.610 2.651 -0.04 0.13 0.05
H 4.137 -2.162 2.340 -0.09 0.05 0.00
H 2.670 -1.911 2.672 0.18 -0.18 -0.25
O 1.218 -0.301 4.808 0.17 -0.10 -0.01
H 1.147 0.077 3.921 -0.08 -0.05 0.00
H 1.920 -0.962 4.736 0.00 0.11 -0.01
O 4.737 0.674 -0.182 -0.24 0.05 0.15
H 4.872 0.127 -0.968 -0.13 0.25 -0.01
H 3.791 0.928 -0.195 0.83 -0.32 -0.10
O 3.536 3.729 1.653 -0.06 0.01 0.16
H 2.742 3.194 1.542 0.01 -0.01 -0.10
H 4.024 3.292 2.358 0.01 -0.04 -0.10
O -3.055 0.875 0.369 0.05 -0.29 0.14
H -2.274 0.315 0.506 -0.45 0.41 0.00
H -3.829 0.313 0.541 0.30 0.15 -0.17
O -1.763 1.942 -2.647 0.16 -0.09 0.03
H -1.290 1.640 -1.855 -0.46 0.28 -0.33
H -1.133 1.803 -3.368 -0.15 0.14 0.08
C -2.785 -2.677 -2.661 0.50 -1.00 0.48
C -3.016 -3.267 -1.256 -0.22 0.55 -0.09
C -2.168 -2.670 -0.138 -0.55 -0.95 -0.73
O -4.407 -3.140 -0.945 -0.11 -0.20 0.08
H -1.717 -2.616 -2.885 0.02 0.24 0.09
H -3.259 -1.706 -2.779 0.01 0.03 -0.01
H -3.176 -3.424 -3.354 -0.32 0.38 -0.26
H -2.803 -4.339 -1.277 -0.15 -0.04 -0.12
H -1.151 -3.003 -0.340 0.25 0.63 0.29
H -2.506 -3.149 0.782 0.13 0.22 0.19
H -2.328 -1.597 -0.102 0.42 0.09 0.07
H -4.527 -2.284 -0.514 -0.04 0.00 0.08
C -4.299 -1.001 2.995 0.45 -0.79 0.51
C -5.560 -0.502 2.311 0.29 0.90 1.18
C -5.897 0.972 2.604 0.98 -0.33 0.56
O -5.377 -0.669 0.921 -0.26 -0.57 -0.64
H -4.066 -2.004 2.627 -0.04 0.03 -0.23
H -4.426 -1.164 4.070 -0.35 0.30 -0.01
H -3.379 -0.422 2.903 -0.28 0.39 -0.41
H -6.372 -1.121 2.714 -0.12 -0.10 -0.46
H -6.704 1.303 1.954 -0.14 0.18 0.28
H -5.017 1.608 2.477 0.01 -0.12 -0.66
H -6.078 1.115 3.673 -0.70 -0.18 -0.11
H -6.230 -0.612 0.474 0.11 0.12 0.00
C -1.070 -3.063 4.068 -0.34 0.01 -0.14
C -1.437 -2.693 5.503 0.04 -0.32 -0.76
C -2.148 -3.822 6.231 0.96 -0.73 0.66
O -0.222 -2.401 6.184 -0.35 0.12 0.44
H -0.489 -2.273 3.590 -0.14 0.13 0.00
H -1.968 -3.239 3.471 0.05 -0.03 -0.08
H -0.448 -3.959 4.047 -0.08 -0.07 0.12
H -2.114 -1.830 5.495 0.19 0.21 0.04
H -1.958 -3.689 7.300 -0.42 0.19 0.04
H -1.664 -4.783 6.024 0.09 0.08 -0.24
H -3.207 -3.984 6.042 -0.05 0.50 -0.16
H 0.151 -1.611 5.762 -0.02 -0.04 0.03
C 3.908 -2.193 -2.180 0.29 -1.39 0.68
C 4.802 -1.769 -3.344 -0.31 0.08 1.02
C 4.172 -1.947 -4.715 -0.62 -0.28 -0.58
O 5.169 -0.424 -2.997 0.04 0.09 -0.76
H 3.542 -3.216 -2.319 -0.25 0.16 -0.35
H 3.080 -1.563 -1.867 -0.10 0.37 -0.67
H 4.481 -2.331 -1.256 0.35 0.38 -0.16
H 5.718 -2.367 -3.307 -0.07 -0.20 0.02
H 3.499 -1.137 -5.003 0.23 0.28 0.14
H 3.527 -2.830 -4.770 0.07 -0.08 0.49
H 4.878 -2.148 -5.524 0.29 0.50 0.13
H 5.735 -0.067 -3.692 -0.02 0.05 0.12
C 0.514 -0.610 -3.704 -0.45 0.91 0.68
C 0.172 0.016 -5.045 -0.78 -1.53 -0.32
C -1.052 -0.653 -5.682 -0.23 0.57 0.05
O -0.143 1.391 -4.885 0.79 0.17 -0.07
H 1.375 -0.072 -3.301 0.26 -0.46 0.09
H 0.617 -1.694 -3.707 0.50 0.04 -0.43
H -0.275 -0.450 -2.963 -0.18 0.25 -0.23
H 1.029 -0.144 -5.710 0.09 0.39 -0.02
H -0.982 -1.740 -5.699 -0.04 0.03 -0.10
H -1.246 -0.247 -6.680 0.31 -0.27 -0.18
H -1.934 -0.325 -5.126 0.05 -0.35 0.32
H 0.025 1.823 -5.726 -0.12 0.18 0.07
C 3.942 3.601 -4.226 0.41 0.83 -1.12
C 2.465 4.016 -4.204 0.03 -1.38 0.95
C 1.779 3.696 -2.877 0.33 0.86 -0.02
O 2.362 5.398 -4.470 -0.10 0.39 0.05
H 4.532 4.255 -3.581 -0.20 -0.12 0.32
H 4.300 3.848 -5.237 0.10 -0.07 -0.04
H 4.263 2.572 -4.077 -0.66 -0.15 0.35
H 1.869 3.450 -4.933 0.37 0.00 -0.37
H 0.740 4.017 -2.949 -0.12 -0.35 0.14
H 2.227 4.261 -2.056 0.11 0.03 -0.06
H 1.882 2.640 -2.632 -0.26 -0.06 -0.14
H 2.962 5.619 -5.189 -0.03 -0.04 -0.01
C -1.252 5.279 3.827 -0.78 0.57 0.67
C -0.115 4.375 3.430 -0.59 -0.47 -0.28
C -0.212 3.029 4.142 0.14 0.04 0.33
O -0.203 4.232 2.013 0.40 -0.32 0.26
H -1.200 6.265 3.363 0.14 -0.05 -0.05
H -1.362 5.417 4.908 0.63 0.11 0.04
H -2.239 4.870 3.593 0.26 -0.31 -0.57
H 0.872 4.790 3.672 -0.16 0.30 0.16
H 0.701 2.468 3.942 -0.10 -0.21 0.12
H -1.084 2.424 3.885 0.01 0.17 -0.45
H -0.300 3.191 5.220 0.30 0.02 0.03
H 0.307 3.436 1.791 -0.43 0.40 -0.21
```
Positions in Å, forces in eV/Å.

Its total energy is -4730.6629 a.u. The HOMO energy is -7.51 eV. Its gap between HOMO and LUMO is 9.7 eV. Its total charge is -1. The LUMO energy comes out at 2.1 eV.